# H5N3O

2 unconnected molecules or ions with the total composition H5N3O at a distorted geometry (ωB97M-V/def2-TZVPD, the OMol25 dataset).

```
! wB97M-V def2-TZVPD RIJCOSX def2/J DEFGRID3
* xyz 0 1
N -0.301 0.451 -1.196
N 0.888 0.828 -0.833
N -0.560 -1.289 1.283
O -1.147 0.916 -0.383
H -1.123 -0.450 0.865
H 0.847 1.619 -0.195
H 1.496 0.964 -1.634
H -0.492 -2.047 0.603
H 0.392 -0.992 1.490
*
```

Calculated values
E, a.u.: -242.4075
Frontier orbital gap, eV: 9.4
ΔE to the lowest compared entry with this formula, charge and spin, kcal/mol: 5.8
HOMO level, hartree: -0.3440


# CH5N3OS

CH5N3OS in the gas phase at a distorted geometry (ωB97M-V/def2-TZVPD, the OMol25 dataset).

```
! wB97M-V def2-TZVPD RIJCOSX def2/J DEFGRID3
* xyz 0 1
C -0.052 0.559 -0.079
H -2.276 -1.427 -0.580
H -0.087 -1.251 0.563
H -1.989 1.381 -0.770
H 1.360 1.723 0.390
H 2.536 -1.413 0.797
N -0.507 -0.835 -0.229
N -0.941 1.489 -0.215
N 1.268 0.747 0.334
O -1.888 -0.750 0.069
S 2.577 -0.223 -0.281
*
```

Calculated values
E, a.u.: -678.6503
Frontier orbital gap, eV: 9.1
ΔE to the lowest compared entry with this formula, charge and spin, kcal/mol: 78.9
HOMO level, hartree: -0.3274


# C5H6O2

2 unconnected molecules or ions with the total composition C5H6O2 at a distorted geometry (ωB97M-V/def2-TZVPD, the OMol25 dataset).

```
! wB97M-V def2-TZVPD RIJCOSX def2/J DEFGRID3
* xyz 0 1
C 1.577 1.361 -0.248
C 1.566 0.077 -0.028
C -1.607 0.256 -0.068
C -3.065 0.093 -0.276
C -0.772 -0.657 0.434
O -3.917 0.916 -0.497
O -0.699 -1.861 0.856
H 2.454 1.851 -0.586
H 0.715 1.861 0.116
H 2.177 -0.799 -0.320
H -1.235 1.315 -0.312
H -3.379 -0.973 -0.096
H -1.453 -2.343 1.030
*
```

Calculated values
E, a.u.: -344.3793
Frontier orbital gap (spin up / spin down), eV: 8.7 / 8.8
ΔE to the lowest compared entry with this formula, charge and spin, kcal/mol: 139.7
HOMO level (spin up / spin down), hartree: -0.3247 / -0.3242


# C2H3N3O2

C2H3N3O2 in the gas phase at a distorted geometry (ωB97M-V/def2-TZVPD, the OMol25 dataset).

```
! wB97M-V def2-TZVPD RIJCOSX def2/J DEFGRID3
* xyz 0 1
C 0.926 0.265 -0.391
C -1.386 0.679 0.006
N -0.253 0.979 -0.341
N -0.880 -1.437 0.182
N 0.263 -1.413 -0.184
O -2.503 1.042 0.158
O 1.943 0.832 0.352
H 1.314 0.080 -1.394
H -1.170 -2.392 0.496
H 1.747 1.364 1.118
*
```

Calculated values
E, a.u.: -392.6640
Frontier orbital gap, eV: 9.3
ΔE to the lowest compared entry with this formula, charge and spin, kcal/mol: 81.3
HOMO level, hartree: -0.3344


# C3H4NP

C3H4NP in the gas phase at a distorted geometry (ωB97M-V/def2-TZVPD, the OMol25 dataset).

```
! wB97M-V def2-TZVPD RIJCOSX def2/J DEFGRID3
* xyz 0 1
C 1.184 0.763 0.139
C 0.702 -0.095 0.883
C -0.911 -0.374 -1.176
N -0.099 0.501 -1.576
P -0.730 -1.216 0.529
H 1.688 1.652 0.249
H 1.218 -0.283 1.737
H -1.633 -0.731 -1.959
H -1.419 -0.218 1.174
*
```

Calculated values
E, a.u.: -512.6477
Frontier orbital gap, eV: 9.1
ΔE to the lowest compared entry with this formula, charge and spin, kcal/mol: 80.4
HOMO level, hartree: -0.3120


Question: What is the formula in the first record?
Answer: H5N3O


What did the third record say?
# C5H6O2

2 unconnected molecules or ions with the total composition C5H6O2 at a distorted geometry (ωB97M-V/def2-TZVPD, the OMol25 dataset).

```
! wB97M-V def2-TZVPD RIJCOSX def2/J DEFGRID3
* xyz 0 1
C 1.577 1.361 -0.248
C 1.566 0.077 -0.028
C -1.607 0.256 -0.068
C -3.065 0.093 -0.276
C -0.772 -0.657 0.434
O -3.917 0.916 -0.497
O -0.699 -1.861 0.856
H 2.454 1.851 -0.586
H 0.715 1.861 0.116
H 2.177 -0.799 -0.320
H -1.235 1.315 -0.312
H -3.379 -0.973 -0.096
H -1.453 -2.343 1.030
*
```

Calculated values
E, a.u.: -344.3793
Frontier orbital gap (spin up / spin down), eV: 8.7 / 8.8
ΔE to the lowest compared entry with this formula, charge and spin, kcal/mol: 139.7
HOMO level (spin up / spin down), hartree: -0.3247 / -0.3242


What did the fifth record say?
# C3H4NP

C3H4NP in the gas phase at a distorted geometry (ωB97M-V/def2-TZVPD, the OMol25 dataset).

```
! wB97M-V def2-TZVPD RIJCOSX def2/J DEFGRID3
* xyz 0 1
C 1.184 0.763 0.139
C 0.702 -0.095 0.883
C -0.911 -0.374 -1.176
N -0.099 0.501 -1.576
P -0.730 -1.216 0.529
H 1.688 1.652 0.249
H 1.218 -0.283 1.737
H -1.633 -0.731 -1.959
H -1.419 -0.218 1.174
*
```

Calculated values
E, a.u.: -512.6477
Frontier orbital gap, eV: 9.1
ΔE to the lowest compared entry with this formula, charge and spin, kcal/mol: 80.4
HOMO level, hartree: -0.3120